<i>
Below is a single C6H7NO2 molecule, with properties calculated with ωB97M-V/def2-TZVPD.

Properties
SMILES string = [H]/N=C(/C=O)OC(=C)C=C
HOMO energy = -9.085 eV

Structure (XYZ):
```
16
Properties=species:S:1:pos:R:3:lowdin_charge:R:1
H -3.020 -1.048 1.167 0.08
N -2.132 -1.547 1.089 0.18
C -1.147 -0.808 0.844 -0.39
C 0.314 -1.511 0.709 -0.18
O 1.234 -1.020 1.308 0.07
O -1.207 0.556 0.779 0.03
C -0.252 1.123 -0.053 -0.35
C 0.395 2.223 0.319 0.11
C 0.078 0.221 -1.160 -0.13
C 1.336 -0.165 -1.491 0.05
H 0.100 -2.575 0.573 0.12
H 0.070 2.804 1.170 0.08
H 1.297 2.511 -0.197 0.07
H -0.744 -0.353 -1.561 0.12
H 2.175 0.429 -1.181 0.07
H 1.504 -0.840 -2.314 0.07
```

=====

<ii>
Below is 2 unconnected molecules or ions with the total composition C6H7NO2, with properties calculated with ωB97M-V/def2-TZVPD.

Properties
HOMO energy = -8.993 eV

Structure (XYZ):
```
16
Properties=species:S:1:pos:R:3:lowdin_charge:R:1
C -1.083 -0.330 -0.222 -0.46
C -0.875 -0.289 1.274 -0.08
C 1.068 -0.688 0.199 -0.36
C 1.997 0.059 -0.784 0.03
C 0.452 0.418 -0.582 -0.21
C 0.207 1.785 0.027 -0.17
H -2.578 -0.301 -1.791 0.33
H -1.281 -1.508 -0.548 0.19
H -0.854 0.897 1.777 0.20
H -1.493 -1.223 1.510 0.15
H 0.739 -1.602 -0.417 0.15
H 2.574 0.902 -0.408 0.09
H 2.632 -0.480 -1.611 0.13
N 0.042 2.713 0.737 0.15
O -2.145 0.298 -0.660 -0.08
O 0.599 -0.651 1.498 -0.08
```

=====

Energies relative to the most stable structure are <i> 0.0000; <ii> 0.2172, reported in hartree.

=====

<i>
Below is 2 unconnected molecules or ions with the total composition C6H7ClN2, with properties calculated with ωB97M-V/def2-TZVPD.

Properties
SMILES string = ClC=C1NC=CN1.C#C
HOMO energy = -6.695 eV

Structure (XYZ):
```
16
Properties=species:S:1:pos:R:3:lowdin_charge:R:1
Cl 3.213 -0.053 -0.156 0.52
C 1.765 0.194 0.896 -0.54
C 0.783 0.983 0.561 -0.47
N -0.428 1.183 1.290 0.04
C -1.411 1.774 0.534 -0.11
C -0.785 2.216 -0.617 -0.07
N 0.540 1.723 -0.543 0.07
H 1.866 -0.605 1.655 0.06
H -0.619 0.724 2.276 0.20
H -2.395 1.656 0.870 0.09
H -1.172 2.870 -1.325 0.08
H 1.292 1.734 -1.251 0.15
C 0.219 -2.192 0.072 -0.01
C 1.069 -1.895 -0.692 -0.11
H -0.306 -2.280 0.983 0.02
H 1.731 -2.229 -1.546 0.07
```

=====

<ii>
Below is a single C6H7ClN2 molecule, with properties calculated with ωB97M-V/def2-TZVPD.

Properties
SMILES string = N#C[C@@H]1NC[C@@H]2C[C@@]21Cl
HOMO energy = -10.231 eV

Structure (XYZ):
```
16
Properties=species:S:1:pos:R:3:lowdin_charge:R:1
N -2.304 0.489 -2.360 0.15
C -1.664 0.836 -1.460 -0.16
C -0.677 1.023 -0.336 -0.28
N 0.608 0.819 -1.027 -0.03
C 1.610 0.159 -0.163 -0.16
C 0.841 -0.502 1.013 -0.17
C -0.367 -1.391 0.566 -0.05
C -0.579 0.043 0.904 -0.72
Cl -1.614 0.472 2.310 0.63
H -0.842 2.060 -0.005 0.13
H 0.492 0.011 -1.670 0.11
H 2.355 0.847 0.321 0.13
H 2.052 -0.695 -0.751 0.13
H 1.151 -0.394 1.977 0.09
H -0.284 -1.601 -0.474 0.10
H -0.777 -2.178 1.154 0.10
```

=====

<iii>
Below is a single C6H7ClN2 molecule, with properties calculated with ωB97M-V/def2-TZVPD.

Properties
HOMO energy = -7.724 eV

Structure (XYZ):
```
16
Properties=species:S:1:pos:R:3:lowdin_charge:R:1
C -1.286 0.096 0.356 -0.15
C -0.964 -0.149 -0.911 -0.68
C 0.716 -0.078 1.069 -0.23
C 0.451 -0.472 -1.196 -0.37
C 1.029 0.261 2.249 -0.01
C 1.005 -0.602 -2.416 0.03
N 1.237 -0.389 -0.054 0.04
N -2.365 0.526 1.069 0.07
Cl -1.835 -0.052 -2.336 0.75
H 2.087 0.401 2.418 0.06
H 0.342 0.745 2.902 0.04
H 1.970 -0.806 -2.675 0.02
H 0.338 -0.550 -3.302 0.03
H 2.103 -0.954 -0.117 0.19
H -2.603 1.498 0.838 0.11
H -2.223 0.526 2.106 0.11
```

=====

Energies relative to the most stable structure are <i> 0.0971; <ii> 0.0000; <iii> 0.0742, reported in hartree.

=====

<i>
Below is 2 unconnected molecules or ions with the total composition C2H6NO2P, with properties calculated with ωB97M-V/def2-TZVPD.

Properties
HOMO energy (spin up / spin down) = -7.671 / -7.691 eV

Structure (XYZ):
```
12
Properties=species:S:1:pos:R:3:lowdin_charge:R:1
C 0.922 -0.247 -1.446 -0.25
C 0.428 0.478 1.484 -0.24
N -2.621 0.833 -0.647 0.02
O -3.397 0.064 -0.241 -0.05
O -0.574 -1.762 0.375 -0.42
P -0.285 -0.364 0.009 0.63
H 0.838 0.797 -1.821 0.02
H 2.049 -0.410 -1.016 0.09
H 0.529 -1.201 -2.033 0.07
H 1.380 -0.046 1.810 0.06
H 0.895 1.508 1.223 0.07
H -0.165 0.351 2.301 -0.02
```

=====

<ii>
Below is 2 unconnected molecules or ions with the total composition C2H6NO2P, with properties calculated with ωB97M-V/def2-TZVPD.

Properties
SMILES string = [H]/P=C\C.O=NO
HOMO energy = -9.473 eV

Structure (XYZ):
```
12
Properties=species:S:1:pos:R:3:lowdin_charge:R:1
H -1.608 1.760 -0.882 -0.06
P -0.190 1.584 -0.323 0.86
C -0.515 0.024 0.320 -0.57
C -1.724 -0.667 -0.009 -0.25
H 0.173 -0.459 1.096 0.07
H -2.337 -0.780 0.956 0.11
H -2.340 -0.071 -0.752 0.06
H -1.622 -1.665 -0.389 0.07
O 3.302 -1.271 -0.334 0.02
N 2.448 -0.517 0.010 -0.19
O 2.739 0.828 0.059 -0.12
H 1.673 1.234 0.249 0.00
```

=====

<iii>
Below is a single C2H6NO2P molecule, with properties calculated with ωB97M-V/def2-TZVPD.

Properties
HOMO energy = -8.507 eV

Structure (XYZ):
```
12
Properties=species:S:1:pos:R:3:lowdin_charge:R:1
C -1.107 0.690 -0.638 -0.25
C 1.536 -0.179 -0.427 -0.42
N -1.909 1.017 0.330 -0.02
O 1.700 0.647 0.637 -0.11
O -0.442 -1.457 1.030 -0.44
P -0.187 -0.865 -0.298 0.64
H 2.384 -0.805 -0.573 0.08
H 1.520 0.401 -1.394 0.10
H 1.684 0.193 1.524 0.13
H -2.489 1.821 0.019 0.10
H -2.207 0.381 1.160 0.15
H -0.483 -1.845 -1.369 0.05
```

=====

<iv>
Below is a single C2H6NO2P molecule, with properties calculated with ωB97M-V/def2-TZVPD.

Properties
SMILES string = C[P@@H](=O)C(N)=O
HOMO energy = -9.731 eV

Structure (XYZ):
```
12
Properties=species:S:1:pos:R:3:lowdin_charge:R:1
C 1.372 -0.892 -0.223 -0.15
P 0.387 0.514 0.439 0.70
O 0.843 1.844 0.022 -0.38
C -1.431 0.071 0.179 -0.64
N -2.073 1.152 -0.271 0.14
O -1.870 -1.012 0.469 0.03
H 1.166 -0.836 -1.317 0.08
H 2.284 -0.497 0.135 0.03
H 1.268 -1.819 0.039 -0.02
H 0.487 0.407 1.766 0.02
H -3.140 1.093 -0.468 0.18
H -1.539 1.901 -0.466 0.02
```

=====

Energies relative to the most stable structure are <i> 0.1458; <ii> 0.1973; <iii> 0.0895; <iv> 0.0000, reported in hartree.

=====

<i>
Below is a molecular structure, C3H4N2S, with properties calculated with ωB97M-V/def2-TZVPD.

Properties
HOMO energy = -8.639 eV

Structure (XYZ):
```
10
Properties=species:S:1:pos:R:3:lowdin_charge:R:1
C 0.200 0.759 0.463 -0.71
C 1.112 0.093 -0.352 -0.13
C 0.343 -0.748 -1.001 -0.22
H -1.098 1.004 2.626 0.07
H 2.287 0.063 -0.530 0.15
H 0.579 -1.841 -1.463 0.17
H -1.733 -1.181 -1.112 0.22
N -0.930 -0.463 -0.772 -0.08
N -1.060 0.427 0.184 -0.03
S 0.300 1.888 1.957 0.56
```

=====

<ii>
Below is a single C3H4N2S molecule, with properties calculated with ωB97M-V/def2-TZVPD.

Properties
SMILES string = Sn1ccnc1
HOMO energy = -9.021 eV

Structure (XYZ):
```
10
Properties=species:S:1:pos:R:3:lowdin_charge:R:1
S -2.367 -0.225 -0.107 0.71
N -0.572 -0.149 -0.318 -0.48
C 0.262 0.923 -0.222 -0.19
C 1.480 0.408 0.031 -0.19
N 1.494 -0.969 -0.027 0.05
C 0.191 -1.293 -0.151 -0.23
H -2.218 0.634 1.170 -0.02
H -0.275 1.937 -0.302 0.14
H 2.404 0.976 -0.065 0.10
H -0.399 -2.242 -0.008 0.12
```

=====

Energies relative to the most stable structure are <i> 0.0633; <ii> 0.0000, reported in hartree.